Entry 1:
160
Properties=species:S:1:pos:R:3:lowdin_charge:R:1 method="wB97M-V/def2-TZVPD" spin_multiplicity=1 smiles="CN(C)P(=O)(N(C)C)N(C)C.CN(C)P(=O)(N(C)C)N(C)C.CN(C)P(=O)(N(C)C)N(C)C.CN(C)P(=O)(N(C)C)N(C)C.O=C1CCCO1.ClCCCl.ClCCCl.ClCCCl.ClCCCl" lumo_ev=0.17 gap_ha=0.3058 e_tot_ev=-206359.4983
Cl 1.15 -6.20 -0.45 0.535
C 1.30 -7.12 1.08 -0.698
C 0.29 -6.67 2.10 -0.660
Cl 0.64 -7.57 3.61 0.547
H 2.26 -6.89 1.54 0.061
H 1.28 -8.20 0.97 0.072
H -0.70 -6.98 1.78 0.072
H 0.47 -5.61 2.32 0.071
Cl -4.49 -0.82 -6.50 0.526
C -3.36 -0.87 -5.13 -0.652
C -3.17 -2.32 -4.55 -0.649
Cl -4.66 -3.00 -3.85 0.522
H -3.65 -0.23 -4.30 0.069
H -2.44 -0.46 -5.55 0.061
H -2.49 -2.22 -3.71 0.060
H -2.81 -3.05 -5.28 0.064
Cl 2.59 5.66 -1.61 0.518
C 1.23 6.74 -1.24 -0.631
C 0.76 7.51 -2.55 -0.622
Cl 0.18 6.37 -3.82 0.495
H 1.60 7.49 -0.54 0.063
H 0.41 6.12 -0.87 0.061
H 1.61 8.04 -2.99 0.056
H -0.06 8.21 -2.39 0.060
Cl 1.00 0.20 -1.46 0.536
C 0.52 -0.36 0.14 -0.674
C -0.18 0.74 0.99 -0.590
Cl -1.65 1.40 0.11 0.462
H 1.45 -0.58 0.68 0.068
H -0.13 -1.22 0.01 0.064
H 0.58 1.51 1.17 0.067
H -0.59 0.41 1.94 0.064
O -6.51 7.26 5.30 -0.292
P -5.13 7.39 4.77 0.576
N -4.45 8.80 5.34 -0.308
C -3.31 9.43 4.65 -0.101
C -4.87 9.42 6.60 -0.110
N -4.96 7.34 3.06 -0.298
C -3.71 7.05 2.39 -0.142
C -6.04 7.79 2.14 -0.087
N -3.98 6.21 5.34 -0.307
C -4.23 4.86 4.96 -0.157
C -3.68 6.34 6.77 -0.119
H -3.55 9.71 3.62 0.067
H -2.41 8.81 4.66 0.076
H -3.08 10.35 5.18 0.075
H -4.54 10.42 6.88 0.085
H -4.54 8.71 7.35 0.052
H -5.95 9.43 6.69 0.076
H -3.13 6.37 3.01 0.062
H -3.90 6.60 1.41 0.087
H -3.05 7.91 2.33 0.062
H -5.72 8.71 1.64 0.076
H -6.24 7.02 1.40 0.079
H -6.92 8.04 2.73 0.074
H -3.44 4.17 5.27 0.080
H -5.07 4.45 5.51 0.087
H -4.27 4.73 3.88 0.074
H -4.55 6.44 7.42 0.080
H -3.07 7.24 6.88 0.070
H -3.15 5.48 7.18 0.085
O 6.03 -2.57 1.59 -0.315
P 7.19 -2.13 0.75 0.690
N 7.29 -2.88 -0.89 -0.336
C 7.39 -4.25 -0.99 -0.165
C 6.82 -2.25 -2.10 -0.127
N 8.74 -2.34 1.45 -0.326
C 10.00 -2.10 0.71 -0.106
C 8.89 -2.17 2.88 -0.133
N 7.14 -0.39 0.62 -0.302
C 6.67 0.40 1.69 -0.144
C 7.82 0.27 -0.50 -0.126
H 8.07 -4.45 -1.83 0.087
H 6.38 -4.60 -1.19 0.091
H 7.87 -4.69 -0.12 0.089
H 6.59 -1.18 -2.04 0.061
H 5.95 -2.75 -2.51 0.085
H 7.62 -2.30 -2.84 0.086
H 10.23 -1.04 0.82 0.075
H 10.80 -2.77 1.02 0.085
H 9.77 -2.16 -0.35 0.063
H 7.97 -2.38 3.43 0.078
H 9.68 -2.79 3.29 0.082
H 9.09 -1.11 3.03 0.073
H 5.59 0.42 1.82 0.077
H 7.07 0.07 2.65 0.067
H 6.88 1.47 1.63 0.086
H 8.54 0.98 -0.09 0.083
H 7.15 0.75 -1.21 0.077
H 8.33 -0.51 -1.06 0.048
O -4.93 -4.77 5.33 -0.277
P -6.34 -4.63 4.97 0.514
N -7.22 -4.14 6.34 -0.294
C -7.54 -2.74 6.73 -0.093
C -7.49 -5.15 7.43 -0.095
N -7.04 -6.12 4.46 -0.303
C -8.46 -6.36 4.61 -0.143
C -6.33 -6.98 3.53 -0.113
N -6.68 -3.56 3.78 -0.309
C -8.00 -3.04 3.55 -0.122
C -5.63 -3.31 2.82 -0.103
H -8.24 -2.44 5.95 0.043
H -6.67 -2.09 6.66 0.084
H -8.06 -2.59 7.67 0.084
H -6.91 -6.06 7.28 0.076
H -8.52 -5.47 7.52 0.069
H -7.13 -4.61 8.31 0.076
H -9.00 -6.28 3.66 0.077
H -8.70 -7.31 5.08 0.081
H -8.86 -5.56 5.24 0.051
H -6.64 -8.02 3.58 0.083
H -6.41 -6.49 2.56 0.070
H -5.25 -6.98 3.68 0.074
H -8.11 -2.90 2.47 0.086
H -8.84 -3.64 3.89 0.078
H -8.14 -2.06 4.00 0.071
H -4.68 -3.18 3.32 0.077
H -5.92 -2.47 2.18 0.085
H -5.46 -4.14 2.14 0.072
O 4.21 1.91 -11.11 -0.279
P 3.35 0.79 -11.51 0.598
N 1.84 0.76 -10.57 -0.294
C 1.75 1.22 -9.21 -0.162
C 0.72 -0.30 -10.78 -0.065
N 4.02 -0.77 -11.27 -0.325
C 3.46 -2.01 -11.75 -0.139
C 4.70 -0.92 -10.00 -0.124
N 2.85 0.91 -13.12 -0.302
C 1.84 1.90 -13.47 -0.120
C 3.63 0.35 -14.22 -0.103
H 2.12 0.54 -8.45 0.070
H 0.77 1.70 -9.13 0.086
H 2.54 1.97 -9.17 0.067
H 1.20 -1.28 -10.72 0.043
H 0.37 -0.14 -11.80 0.061
H -0.10 -0.26 -10.07 0.075
H 2.77 -1.73 -12.54 0.068
H 4.26 -2.61 -12.19 0.086
H 2.94 -2.50 -10.94 0.077
H 5.42 -0.10 -10.04 0.078
H 4.09 -0.78 -9.10 0.073
H 5.15 -1.90 -9.93 0.086
H 1.35 1.78 -14.44 0.080
H 1.05 1.95 -12.71 0.063
H 2.25 2.92 -13.48 0.080
H 3.02 0.34 -15.12 0.083
H 4.00 -0.64 -13.99 0.058
H 4.55 0.92 -14.40 0.082
O 1.99 -0.20 6.65 0.104
C 2.54 -1.13 7.20 -0.456
O 3.51 -0.90 8.15 0.037
C 4.09 -2.13 8.50 -0.182
C 3.50 -3.20 7.56 -0.152
C 2.27 -2.58 6.89 -0.067
H 3.88 -2.39 9.54 0.120
H 5.18 -2.18 8.40 0.121
H 3.34 -4.20 7.99 0.111
H 4.26 -3.50 6.84 0.108
H 1.34 -2.97 7.30 0.130
H 2.18 -2.64 5.81 0.129

***

Entry 2:
153
Properties=species:S:1:pos:R:3:lowdin_charge:R:1 method="wB97M-V/def2-TZVPD" spin_multiplicity=1 smiles=COCCNCCOC.COCCNCCOC.COCCNCCOC.COCCNCCOC.COCCNCCOC.COCCNCCOC.O.O.O lumo_ev=0.52 gap_ha=0.3252 e_tot_ev=-78532.4850
C 2.49 -7.50 -2.35 -0.115
O 1.83 -6.26 -2.29 -0.206
C 2.16 -5.47 -1.16 -0.215
C 1.15 -4.29 -0.95 -0.171
N 1.53 -3.34 -2.02 -0.040
C 0.63 -2.19 -2.04 -0.174
C 0.88 -1.27 -3.29 -0.190
O 0.10 -0.11 -3.17 -0.261
C 0.08 0.75 -4.27 -0.089
H 2.19 -8.00 -3.27 0.085
H 2.21 -8.19 -1.56 0.087
H 3.57 -7.32 -2.40 0.089
H 3.13 -4.99 -1.29 0.114
H 2.23 -6.09 -0.27 0.115
H 1.16 -3.90 0.06 0.102
H 0.17 -4.72 -1.16 0.099
H 1.53 -3.99 -2.80 0.102
H 0.70 -1.51 -1.18 0.095
H -0.42 -2.45 -2.06 0.115
H 0.77 -1.78 -4.25 0.125
H 1.92 -0.97 -3.28 0.112
H -0.57 1.58 -4.01 0.082
H -0.34 0.28 -5.16 0.091
H 1.14 0.93 -4.47 0.101
C 7.80 4.45 0.38 -0.114
O 6.43 4.27 0.79 -0.204
C 6.34 3.84 2.23 -0.182
C 4.88 3.79 2.60 -0.217
N 4.07 3.12 1.61 -0.071
C 4.40 1.74 1.47 -0.225
C 3.33 0.90 0.71 -0.192
O 3.97 -0.37 0.54 -0.201
C 3.29 -1.31 -0.23 -0.118
H 8.40 5.10 1.01 0.080
H 7.78 4.98 -0.57 0.079
H 8.23 3.46 0.20 0.085
H 6.84 4.54 2.91 0.113
H 6.79 2.87 2.42 0.113
H 4.56 4.83 2.59 0.115
H 4.75 3.30 3.57 0.121
H 3.98 3.61 0.73 0.107
H 4.50 1.34 2.47 0.123
H 5.28 1.53 0.86 0.120
H 3.19 1.50 -0.20 0.115
H 2.42 0.85 1.31 0.094
H 3.90 -2.21 -0.19 0.090
H 3.23 -0.92 -1.25 0.084
H 2.32 -1.50 0.20 0.077
C 0.14 0.34 6.54 -0.079
O 0.63 -0.59 5.52 -0.200
C 1.52 0.07 4.56 -0.189
C 2.01 -0.97 3.54 -0.219
N 2.72 -2.04 4.21 -0.014
C 3.05 -3.06 3.13 -0.164
C 3.90 -4.20 3.75 -0.175
O 3.17 -4.89 4.86 -0.195
C 3.88 -5.95 5.40 -0.148
H -0.56 -0.21 7.16 0.089
H -0.37 1.11 5.96 0.044
H 0.94 0.80 7.11 0.084
H 2.37 0.50 5.08 0.117
H 1.01 0.90 4.08 0.097
H 2.67 -0.39 2.90 0.093
H 1.11 -1.20 2.97 0.111
H 2.08 -2.52 4.83 0.098
H 3.60 -2.62 2.30 0.104
H 2.12 -3.54 2.81 0.113
H 4.75 -3.67 4.16 0.110
H 4.30 -4.87 2.99 0.112
H 3.84 -6.81 4.73 0.081
H 3.61 -6.27 6.41 0.086
H 4.93 -5.65 5.42 0.077
C -2.13 1.04 3.61 -0.073
O -1.28 1.83 2.77 -0.269
C -0.76 3.04 3.42 -0.136
C 0.39 3.54 2.47 -0.174
N -0.23 4.29 1.37 -0.028
C 0.85 4.75 0.48 -0.228
C 0.48 5.31 -0.86 -0.206
O -0.31 4.34 -1.57 -0.222
C -0.62 4.76 -2.90 -0.092
H -1.91 -0.02 3.49 0.099
H -3.17 1.14 3.28 0.084
H -2.05 1.34 4.65 0.077
H -0.34 2.89 4.41 0.096
H -1.60 3.71 3.56 0.120
H 0.90 2.74 1.94 0.101
H 1.15 4.11 3.01 0.119
H -0.75 3.61 0.83 0.082
H 1.63 4.03 0.22 0.100
H 1.38 5.56 0.98 0.124
H 1.38 5.50 -1.43 0.123
H -0.04 6.26 -0.77 0.125
H -1.15 3.94 -3.37 0.074
H 0.32 4.90 -3.44 0.087
H -1.20 5.67 -3.02 0.091
C -3.56 1.77 -6.11 -0.120
O -4.64 2.18 -5.34 -0.211
C -5.15 3.52 -5.47 -0.197
C -6.04 3.88 -4.30 -0.216
N -5.44 3.56 -3.00 -0.068
C -6.45 3.53 -1.91 -0.167
C -5.64 3.57 -0.55 -0.157
O -4.81 2.38 -0.26 -0.229
C -3.52 2.63 0.37 -0.082
H -2.68 2.35 -5.85 0.079
H -3.75 1.80 -7.19 0.089
H -3.39 0.74 -5.82 0.083
H -5.72 3.64 -6.40 0.120
H -4.28 4.18 -5.53 0.116
H -6.90 3.23 -4.44 0.113
H -6.31 4.94 -4.28 0.122
H -5.01 2.65 -3.15 0.077
H -7.05 2.62 -2.03 0.113
H -7.12 4.39 -1.97 0.112
H -6.35 3.75 0.26 0.104
H -4.89 4.36 -0.53 0.105
H -3.56 3.32 1.21 0.091
H -2.80 2.88 -0.41 0.080
H -3.14 1.66 0.70 0.052
C -2.92 0.03 -2.44 -0.108
O -3.19 -1.14 -1.74 -0.175
C -3.72 -0.95 -0.39 -0.172
C -4.16 -2.27 0.20 -0.182
N -3.25 -3.37 -0.16 -0.055
C -3.96 -4.63 -0.25 -0.208
C -3.08 -5.63 -0.97 -0.215
O -2.99 -5.40 -2.38 -0.183
C -2.12 -6.27 -3.04 -0.123
H -3.76 0.73 -2.50 0.076
H -2.63 -0.07 -3.48 0.078
H -2.14 0.56 -1.89 0.081
H -4.60 -0.31 -0.38 0.114
H -3.01 -0.39 0.22 0.096
H -5.21 -2.48 -0.02 0.113
H -4.11 -2.16 1.28 0.120
H -3.05 -3.16 -1.13 0.089
H -4.84 -4.57 -0.90 0.119
H -4.27 -5.03 0.72 0.127
H -3.54 -6.62 -0.92 0.115
H -2.14 -5.73 -0.42 0.119
H -2.48 -7.30 -3.07 0.085
H -1.09 -6.26 -2.68 0.070
H -2.06 -5.93 -4.08 0.088
O -0.80 -2.59 1.28 -0.076
H -0.64 -1.65 1.25 -0.038
H -1.42 -2.75 0.57 -0.019
O 0.55 1.50 -1.15 -0.032
H 0.37 2.37 -1.49 0.026
H 0.55 0.94 -1.92 0.001
O -0.39 0.14 0.94 -0.056
H -0.18 0.72 0.20 -0.015
H -0.79 0.72 1.59 -0.013

***

Entry 3:
161
Properties=species:S:1:pos:R:3:lowdin_charge:R:1 method="wB97M-V/def2-TZVPD" spin_multiplicity=1 charge=+1 lumo_ev=-7.75 gap_ha=0.0674 e_tot_ev=-148739.9776
Sr 6.94 0.89 -2.57 1.845
As 0.96 0.03 0.71 0.830
F 0.88 1.68 1.26 -0.274
F 1.69 -0.41 2.27 -0.295
F 1.16 -1.65 0.24 -0.288
F 0.16 0.49 -0.91 -0.341
F 2.51 0.38 0.00 -0.322
F -0.67 -0.37 1.42 -0.304
C 7.96 6.59 0.49 -0.055
C 7.92 5.05 0.32 -0.449
C 7.53 4.30 1.58 -0.214
O 7.56 2.91 1.30 -0.230
C 7.13 2.11 2.43 -0.069
N 7.01 4.91 -0.79 0.026
H 8.62 7.08 -0.23 0.090
H 8.35 6.87 1.46 0.080
H 6.93 6.91 0.60 0.090
H 8.93 4.71 0.07 0.135
H 6.55 4.65 1.90 0.139
H 8.30 4.49 2.33 0.136
H 7.01 1.06 2.16 0.087
H 6.36 2.57 3.05 0.096
H 7.96 2.20 3.14 0.085
H 7.35 5.68 -1.36 0.065
H 6.11 5.23 -0.47 0.081
C 6.54 -6.26 -0.19 -0.067
C 7.51 -5.38 -0.92 -0.458
C 8.50 -6.08 -1.86 -0.190
O 9.26 -5.24 -2.74 -0.207
C 10.35 -5.87 -3.39 -0.104
N 6.79 -4.35 -1.63 0.019
H 5.72 -6.60 -0.83 0.089
H 6.00 -5.75 0.61 0.086
H 7.00 -7.09 0.34 0.088
H 8.02 -4.77 -0.17 0.131
H 8.13 -6.91 -2.46 0.133
H 9.19 -6.53 -1.15 0.122
H 10.95 -6.45 -2.69 0.083
H 11.02 -5.11 -3.81 0.087
H 10.02 -6.62 -4.11 0.087
H 5.90 -4.40 -1.15 0.057
H 6.60 -4.83 -2.50 0.068
C -7.58 3.34 1.07 -0.050
C -7.59 1.85 0.62 -0.432
C -6.97 1.64 -0.79 -0.184
O -7.64 2.34 -1.88 -0.203
C -8.91 1.78 -2.23 -0.105
N -6.95 0.96 1.60 0.026
H -8.21 3.87 0.35 0.070
H -6.56 3.72 1.06 0.074
H -7.92 3.53 2.08 0.071
H -8.59 1.41 0.69 0.125
H -6.96 0.57 -0.99 0.110
H -5.92 1.93 -0.81 0.124
H -9.13 2.09 -3.25 0.086
H -9.63 2.11 -1.47 0.083
H -8.88 0.69 -2.28 0.081
H -7.37 0.04 1.61 0.066
H -6.01 0.90 1.22 0.059
C -6.49 -10.59 -0.09 -0.077
C -6.54 -9.84 1.23 -0.423
C -6.18 -8.34 1.26 -0.192
O -4.82 -8.08 0.91 -0.175
C -4.46 -6.77 1.26 -0.125
N -7.90 -10.14 1.75 0.019
H -5.53 -10.42 -0.57 0.078
H -7.24 -10.15 -0.76 0.075
H -6.80 -11.63 -0.10 0.075
H -5.81 -10.37 1.85 0.125
H -6.35 -7.92 2.25 0.117
H -6.84 -7.89 0.52 0.127
H -3.39 -6.63 1.41 0.088
H -4.96 -6.33 2.12 0.081
H -4.75 -6.12 0.44 0.084
H -8.12 -9.87 2.70 0.062
H -8.01 -11.14 1.81 0.062
C -0.23 9.21 -0.91 -0.079
C 1.17 9.35 -1.45 -0.432
C 1.90 10.74 -1.26 -0.196
O 1.38 11.69 -2.17 -0.197
C 2.03 12.96 -2.05 -0.101
N 2.00 8.25 -0.94 0.021
H -0.22 9.26 0.18 0.080
H -0.76 8.34 -1.32 0.082
H -0.84 10.08 -1.15 0.077
H 1.03 9.26 -2.52 0.126
H 2.94 10.58 -1.51 0.115
H 1.77 11.07 -0.23 0.124
H 1.86 13.44 -3.01 0.086
H 3.11 12.80 -2.02 0.084
H 1.57 13.56 -1.27 0.091
H 2.46 8.56 -0.09 0.060
H 1.35 7.51 -0.73 0.060
C -1.86 -2.84 -6.94 -0.063
C -2.91 -1.72 -6.86 -0.437
C -3.92 -2.15 -5.84 -0.261
O -4.58 -3.26 -6.35 -0.183
C -5.60 -3.76 -5.48 -0.089
N -2.18 -0.50 -6.50 0.027
H -2.37 -3.78 -7.15 0.073
H -1.40 -2.87 -5.94 0.078
H -1.08 -2.78 -7.69 0.072
H -3.37 -1.51 -7.82 0.145
H -4.67 -1.39 -5.67 0.123
H -3.52 -2.31 -4.84 0.130
H -5.85 -4.75 -5.85 0.087
H -6.48 -3.11 -5.45 0.086
H -5.31 -3.96 -4.44 0.084
H -1.94 -0.53 -5.52 0.065
H -2.86 0.24 -6.49 0.064
C 0.24 -5.31 7.04 -0.082
C -0.37 -6.33 8.00 -0.445
C -1.33 -7.20 7.21 -0.219
O -1.99 -8.11 8.07 -0.180
C -2.90 -8.99 7.43 -0.115
N 0.76 -7.08 8.52 0.035
H 0.97 -4.59 7.40 0.074
H -0.54 -4.79 6.48 0.077
H 0.84 -5.84 6.30 0.077
H -0.94 -5.81 8.77 0.136
H -0.81 -7.71 6.40 0.128
H -2.04 -6.54 6.70 0.121
H -3.72 -8.42 6.99 0.082
H -3.30 -9.75 8.11 0.088
H -2.46 -9.51 6.58 0.081
H 1.28 -6.41 9.06 0.069
H 0.58 -7.87 9.13 0.072
C 4.81 3.33 -8.83 -0.066
C 4.63 3.72 -7.32 -0.389
C 3.64 4.98 -7.31 -0.164
O 4.13 6.17 -7.98 -0.196
C 3.15 7.13 -8.15 -0.135
N 4.04 2.58 -6.60 0.009
H 5.07 4.19 -9.44 0.074
H 3.88 2.92 -9.23 0.080
H 5.57 2.55 -8.97 0.066
H 5.61 3.95 -6.90 0.115
H 3.36 5.34 -6.32 0.119
H 2.70 4.64 -7.76 0.117
H 2.77 7.53 -7.21 0.087
H 2.27 6.70 -8.65 0.089
H 3.58 7.94 -8.73 0.097
H 3.04 2.61 -6.68 0.072
H 4.31 1.68 -6.97 0.055
C -3.54 0.58 8.24 -0.059
C -3.91 2.07 8.07 -0.422
C -2.90 2.82 7.20 -0.210
O -3.28 4.20 7.11 -0.209
C -2.29 5.06 6.59 -0.109
N -5.27 2.20 7.48 0.036
H -3.73 0.07 7.30 0.072
H -4.22 0.16 8.98 0.074
H -2.50 0.38 8.53 0.072
H -3.95 2.58 9.04 0.132
H -2.75 2.31 6.25 0.132
H -2.01 2.78 7.83 0.119
H -1.69 4.60 5.81 0.087
H -1.79 5.39 7.50 0.089
H -2.75 5.93 6.12 0.082
H -5.34 1.65 6.64 0.062
H -5.28 3.16 7.15 0.052